No. 1
{"formula": "C38H35ClF5FeN4O2SSi", "method": "ωB97M-V/def2-TZVPD", "largest_force_ev_per_a": 4.97, "total_charge": -1, "e_tot_ha": -4749.4619, "multiplicity": 1, "e_lumo_ev": 0.56, "gap_ha": 0.1590, "symbols": ["Fe", "Cl", "S", "Si", "F", "F", "F", "F", "F", "O", "O", "N", "N", "N", "N", "C", "C", "C", "C", "C", "C", "C", "C", "C", "C", "C", "C", "C", "C", "C", "C", "C", "C", "C", "C", "C", "C", "C", "C", "C", "C", "C", "C", "C", "C", "C", "C", "C", "C", "C", "C", "C", "C", "H", "H", "H", "H", "H", "H", "H", "H", "H", "H", "H", "H", "H", "H", "H", "H", "H", "H", "H", "H", "H", "H", "H", "H", "H", "H", "H", "H", "H", "H", "H", "H", "H", "H", "H"], "coordinates": [[0.76870, -0.79161, 0.58925], [4.87864, -1.17510, -1.07202], [1.58437, 2.29310, 2.26704], [-1.86290, -1.01316, -1.28725], [-0.73797, 4.13336, 2.82420], [3.56547, 6.67201, 0.62531], [1.30323, 8.10471, 1.28565], [-0.82874, 6.78724, 2.39105], [3.64590, 4.01498, 0.97479], [2.63083, -0.19664, 0.63573], [3.87129, -0.78344, 2.40123], [0.65842, -2.43113, 2.98428], [-0.35708, -0.35507, 2.58128], [0.56989, 0.28578, -1.69453], [1.18675, -2.38617, 1.79498], [-2.25303, -3.31425, -2.95547], [1.82108, 0.31580, -2.44959], [2.06997, -3.35506, 1.45216], [-2.96368, -4.31954, -3.58507], [1.80191, 1.33056, -3.59834], [0.34173, 4.73501, 2.28201], [-3.09192, 0.32811, -0.74121], [-1.75972, 0.57714, 4.27531], [3.71829, -0.41305, 1.25442], [0.21492, 1.62931, -1.18893], [-0.12796, -1.43772, 3.38183], [-4.58487, 2.15985, -1.26122], [-4.41332, 1.37512, 0.99166], [3.83418, -5.36841, 0.65761], [-0.91168, -1.88323, 0.06418], [-3.48300, 0.43286, 0.58793], [-4.96785, 2.24341, 0.06552], [-4.34887, -4.32583, -3.52670], [1.45295, 2.73795, -3.08530], [2.49920, 6.04327, 1.16116], [-4.28338, -2.32312, -2.20768], [3.36091, -4.44888, -0.26924], [3.44039, -5.26668, 1.98590], [2.57156, -4.27938, 2.38827], [2.53910, 4.67971, 1.36400], [2.49225, -3.45319, 0.11351], [1.22034, 2.71623, -1.57456], [-0.52951, -0.29283, -2.47136], [-1.55825, -0.53869, 5.09404], [-2.89301, -2.29097, -2.26231], [1.47605, 3.95920, 1.95279], [0.28337, 6.09670, 2.06362], [-1.13341, 0.61152, 3.04294], [1.36381, 6.77272, 1.50325], [4.97585, -0.16220, 0.37525], [-3.66587, 1.20570, -1.65849], [-5.00625, -3.32307, -2.83448], [-0.74087, -1.54299, 4.65424], [5.87980, -0.44465, 0.91105], [-3.04820, -0.23068, 1.31976], [-4.80550, -1.55011, -1.66282], [-1.27315, 1.46345, 2.38908], [-4.70816, 1.43297, 2.02927], [1.07297, 1.00737, -4.34579], [-2.43949, -5.10167, -4.11928], [-5.69772, 2.97799, 0.37574], [3.82204, -5.97150, 2.71164], [-1.17293, -3.32499, -2.99507], [2.77856, 1.31902, -4.08025], [2.01168, -0.68497, -2.84689], [-0.54476, -2.42389, 5.24314], [-3.39105, 1.13374, -2.70196], [-0.93878, 0.44267, -3.17806], [-6.08795, -3.32558, -2.78366], [-4.90849, -5.11362, -4.01377], [0.55153, 3.09896, -3.58709], [3.68023, -4.51725, -1.29923], [2.25927, 3.43445, -3.32302], [5.01344, 0.87832, 0.05155], [-5.00593, 2.83824, -1.99042], [2.63235, 0.54132, -1.75518], [2.12859, -2.72566, -0.60695], [2.25740, -4.17088, 3.41469], [-0.46903, -2.79962, -0.33787], [-2.39333, 1.39010, 4.59013], [-0.12224, -1.10756, -3.07169], [-0.76909, 1.90783, -1.58284], [-2.04722, -0.60425, 6.05706], [-1.55168, -2.19195, 0.88847], [0.13762, 1.57957, -0.09363], [0.83799, 3.68252, -1.23677], [2.16369, 2.54339, -1.05878], [4.50934, -6.15305, 0.34681]]}


No. 2
{"formula": "C9H14", "method": "ωB97M-V/def2-TZVPD", "largest_force_ev_per_a": 2.97, "e_tot_ha": -351.2987, "multiplicity": 1, "e_lumo_ev": 1.00, "smiles": "Cc1ccccc1.CC", "gap_ha": 0.3658, "symbols": ["C", "C", "C", "C", "C", "C", "C", "C", "C", "H", "H", "H", "H", "H", "H", "H", "H", "H", "H", "H", "H", "H", "H"], "coordinates": [[-0.25567, -1.27420, 0.19765], [1.14421, -1.24900, 0.04960], [-2.22615, 2.20829, -0.76825], [-0.82408, -0.95257, 1.40908], [1.94779, -1.21480, 1.19295], [1.34692, -0.91363, 2.43060], [1.70302, -1.58292, -1.27583], [-0.99600, 2.29506, -1.71696], [0.00418, -0.71844, 2.50930], [-0.43531, -0.55425, 3.48724], [1.05293, -1.87223, -2.09242], [-0.67529, 3.33525, -1.71612], [-0.10636, 1.72135, -1.44943], [-1.88835, -0.81180, 1.55259], [-0.85595, -1.64015, -0.62471], [2.19777, -0.67230, -1.69137], [-3.02755, 1.68807, -1.28931], [-2.51622, 3.24842, -0.66227], [1.95104, -1.08939, 3.31294], [2.98236, -1.46931, 1.00094], [-1.89641, 1.70137, 0.13107], [-1.24213, 2.00079, -2.73877], [2.61525, -2.18360, -1.24849]]}


No. 3
{"formula": "C5H10NO", "method": "ωB97M-V/def2-TZVPD", "largest_force_ev_per_a": 1.65, "total_charge": -1, "e_tot_ha": -326.4621, "multiplicity": 1, "e_lumo_ev": 3.84, "smiles": "C=CC[C@@H](N)C[O-]", "gap_ha": 0.2358, "symbols": ["O", "N", "C", "C", "C", "C", "C", "H", "H", "H", "H", "H", "H", "H", "H", "H", "H"], "coordinates": [[1.05737, 0.30308, 2.18925], [-0.04053, 2.00206, 0.51372], [1.36188, -0.01396, 0.93011], [-0.56308, -1.27126, -1.23654], [-1.41689, -1.74900, -2.12048], [-0.84797, -0.13080, -0.29189], [0.37657, 0.76531, -0.12658], [-1.08039, -0.50975, 0.70976], [-1.10854, -2.58849, -2.73553], [-2.35930, -1.24264, -2.24724], [1.19024, -1.06909, 0.72772], [0.63812, 2.20612, 1.24547], [0.75800, 1.00761, -1.11434], [-1.75214, 0.38600, -0.66641], [0.35513, -1.79651, -0.98564], [2.38926, 0.32208, 0.65224], [-0.87383, 1.85064, 1.07964]]}


No. 4
{"formula": "C47H87ClF10N4O14P3S", "method": "ωB97M-V/def2-TZVPD", "largest_force_ev_per_a": 10.37, "total_charge": 1, "e_tot_ha": -5995.1449, "multiplicity": 1, "e_lumo_ev": -3.94, "gap_ha": 0.2468, "symbols": ["Cl", "S", "P", "P", "P", "F", "F", "F", "F", "F", "F", "F", "F", "F", "F", "O", "O", "O", "O", "O", "O", "O", "O", "O", "O", "O", "O", "O", "O", "N", "N", "N", "N", "C", "C", "C", "C", "C", "C", "C", "C", "C", "C", "C", "C", "C", "C", "C", "C", "C", "C", "C", "C", "C", "C", "C", "C", "C", "C", "C", "C", "C", "C", "C", "C", "C", "C", "C", "C", "C", "C", "C", "C", "C", "C", "C", "C", "C", "C", "C", "H", "H", "H", "H", "H", "H", "H", "H", "H", "H", "H", "H", "H", "H", "H", "H", "H", "H", "H", "H", "H", "H", "H", "H", "H", "H", "H", "H", "H", "H", "H", "H", "H", "H", "H", "H", "H", "H", "H", "H", "H", "H", "H", "H", "H", "H", "H", "H", "H", "H", "H", "H", "H", "H", "H", "H", "H", "H", "H", "H", "H", "H", "H", "H", "H", "H", "H", "H", "H", "H", "H", "H", "H", "H", "H", "H", "H", "H", "H", "H", "H", "H", "H", "H", "H", "H", "H"], "coordinates": [[0.45654, -0.30682, -3.56805], [4.80883, 5.90754, -4.47756], [0.82286, -6.38449, -3.56704], [8.48046, -0.52562, 0.05750], [-4.34527, -4.40601, 4.64364], [5.67154, 7.43679, -2.38986], [6.25945, 5.53200, -3.60501], [4.04266, 4.62401, -3.65541], [5.72914, 7.10670, -5.35813], [3.45835, 6.26830, -5.46506], [3.03248, 8.18605, -1.38219], [5.30725, 4.77567, -5.66588], [1.55828, 3.89184, -0.31343], [3.56512, 5.89741, -1.07068], [4.11041, 8.46989, -3.92354], [8.11339, 0.74863, -0.95099], [-4.54958, -3.40300, 5.95808], [0.19668, -5.61933, -2.37542], [1.89511, 3.70612, 2.08257], [-6.59055, 6.86745, 3.45868], [0.12319, -7.82556, -3.10955], [1.52248, -7.23940, -4.89842], [8.38839, 0.24694, 1.51864], [10.12267, 0.01665, 0.01268], [-4.44212, -3.23035, 3.64065], [-4.23705, -5.71955, 5.76426], [7.01064, -1.01096, 0.09763], [-0.31298, -5.86140, -4.65170], [-5.91427, -4.88258, 4.41701], [-2.46786, 1.75936, -1.45317], [-1.32091, 0.46835, 0.54549], [-1.81132, 3.86613, -0.73710], [-1.33286, 3.00852, 0.24037], [-1.75124, 5.35587, -0.94257], [1.96033, -1.00841, 1.23211], [-6.88484, 5.10973, -0.13203], [1.00171, 3.77672, 1.05660], [-0.28103, -8.06258, -1.76888], [1.00156, -3.74642, 2.55235], [1.04218, -8.48928, -5.38607], [3.01893, -2.25955, 1.21738], [3.55799, -4.98492, 1.86720], [-5.59485, -7.07211, 3.40901], [-1.21075, -1.23574, -1.50311], [-6.21004, -5.42564, 7.25444], [0.52270, 6.74149, -1.69734], [-7.28730, 5.76213, 1.31718], [-0.12917, -4.55920, -5.18883], [-1.66683, 1.60069, -0.14306], [-0.49192, 0.34167, 1.78694], [9.98346, 2.45295, 0.50738], [-5.55944, 6.72826, 4.49989], [0.33128, -0.75938, -1.73608], [0.42502, -1.05790, 1.86794], [-0.63503, 3.67248, 1.38757], [-0.38616, -8.47749, -5.91032], [-6.04920, 6.49066, 2.11656], [-2.57932, 3.19789, -1.89727], [1.05302, -4.50855, -6.14032], [-0.06045, -2.45422, 2.56909], [-5.48107, 5.67645, -0.76807], [-6.17949, -5.67771, 3.27008], [10.51967, 1.33087, -0.36928], [-4.24738, -2.01704, 5.88910], [-5.48738, -1.21676, 5.51581], [-0.62753, 5.66232, -2.14334], [8.52346, -0.56334, 2.67762], [9.94461, -1.07213, 2.84165], [-3.31996, 3.84983, -3.20297], [2.51056, -3.68150, 1.87689], [-1.89236, -0.82481, -0.07927], [-4.93663, 4.00561, -2.90508], [3.22393, 6.89629, -2.15257], [5.78467, 1.39369, -1.07624], [-5.36577, 5.50870, -2.40926], [1.74203, 6.61583, -2.83514], [-1.74275, -7.68385, -1.57563], [6.96068, 0.73146, -1.78042], [4.42960, 7.19307, -3.19976], [-4.71505, -5.66646, 7.10568], [-1.11853, -8.26772, -5.12422], [-2.75537, 5.84480, -1.33764], [-5.34713, 6.84332, -0.56055], [0.69977, -4.80471, 3.01396], [0.66565, 0.20268, -1.16317], [0.34959, 1.17886, 1.91855], [10.28490, 1.49952, -1.42645], [0.37308, -7.54974, -1.05836], [4.68117, -4.59879, 1.77828], [0.93126, 6.61040, -0.60414], [8.89385, 2.54255, 0.45222], [10.24015, 2.28469, 1.55805], [1.11196, -3.53003, -6.62983], [5.60929, 0.98372, -0.07605], [-5.98052, -1.60159, 4.61695], [-4.49052, -6.64390, 7.54521], [1.56419, 7.38009, -3.73478], [-0.00542, -3.83539, -4.37689], [-1.04433, -4.29856, -5.73068], [-5.91915, -7.53864, 4.34294], [-5.23353, -0.16256, 5.34961], [-1.99058, -1.70362, 0.70409], [-7.26741, -5.74742, 3.16698], [2.29653, 0.02044, 0.72986], [10.05735, -1.59950, 3.79548], [6.72233, -0.28313, -2.11131], [-6.40583, 5.82848, -2.85401], [-6.78352, -6.16879, 6.69144], [10.20548, -1.76540, 2.03607], [7.19837, 1.30405, -2.68338], [-6.11925, 6.57895, 5.53483], [-0.67856, 3.04153, 2.40116], [-3.41396, -1.82383, 5.20809], [-6.22862, -1.27019, 6.32074], [-1.08784, 4.73128, 1.70420], [1.18523, -9.26639, -4.62660], [1.69948, -8.76144, -6.21846], [-4.50120, -7.03608, 3.42468], [-5.90338, -7.70468, 2.56920], [5.97827, 2.46349, -0.94116], [3.48547, -5.49057, 2.94370], [-1.40702, 5.99344, -0.02989], [-7.71497, 4.93639, 2.05273], [3.30132, -5.77163, 1.03827], [-3.23341, 3.04015, -4.07409], [-5.75653, 7.50060, 1.57688], [-1.96354, -6.66998, -1.92570], [-4.93983, 7.74154, 4.61075], [-1.85638, -0.85276, -2.43022], [4.08174, -2.07322, 0.73597], [-0.16668, -9.13487, -1.57703], [-5.47247, 3.82384, -3.95536], [-1.26329, -2.42628, -1.57410], [4.86601, 1.28070, -1.66504], [-4.58479, 5.06751, -0.26939], [-0.51303, -7.71132, -6.68168], [7.81517, -1.39694, 2.63394], [1.99188, -4.67854, -5.60433], [0.08301, 7.83881, -1.86019], [-1.21345, 0.28308, 2.73068], [8.25630, 0.05576, 3.54040], [-6.72928, 3.94686, 0.04943], [-2.38721, -8.35620, -2.15252], [-5.07272, 5.82989, 2.19414], [-5.34137, 3.19427, -2.16527], [-4.58653, 6.33039, -2.77763], [-1.19730, 6.15158, -3.07090], [-2.90552, 4.88597, -3.55368], [-6.49996, -5.48149, 8.30826], [-4.85337, 5.79892, 4.37480], [-3.02719, -0.54295, -0.32897], [-1.12239, -2.54639, 3.05433], [-4.13146, -4.93922, 7.68162], [-8.12934, 6.57107, 1.15675], [10.40235, 3.41356, 0.19194], [1.10354, -1.66118, -1.60967], [-0.16016, 4.64821, -2.55958], [10.66005, -0.24637, 2.80565], [0.96963, -5.28428, -6.90604], [-7.78090, 5.23580, -0.88812], [11.61233, 1.34836, -0.30016], [-3.91307, -1.70481, 6.88431], [-0.64140, -9.45245, -6.33695], [-2.02614, -7.75678, -0.51838], [1.67773, 5.54671, -3.31232], [-5.79137, -5.18134, 2.37484], [-6.51335, -4.43959, 6.88833]]}


Calculated HOMO, -3.8 -9.0 -2.6 -10.7 eV (same order as the records).